Record 1
{
  "formula": "C66H55N3P3PtSSi",
  "method": "ωB97M-V/def2-TZVPD",
  "gap_ev": 6.9,
  "multiplicity": 1,
  "total_charge": 1,
  "symbols": ["Pt", "C", "C", "C", "C", "C", "C", "P", "C", "C", "C", "C", "C", "C", "C", "C", "C", "C", "C", "C", "Si", "C", "C", "C", "C", "C", "C", "P", "C", "C", "C", "C", "C", "C", "C", "C", "C", "C", "C", "C", "C", "C", "C", "C", "C", "C", "P", "C", "C", "C", "C", "C", "C", "C", "C", "C", "C", "C", "C", "H", "H", "H", "H", "H", "H", "H", "H", "H", "H", "H", "H", "H", "H", "H", "H", "H", "H", "H", "H", "H", "H", "H", "H", "H", "H", "H", "H", "H", "H", "H", "H", "H", "H", "H", "H", "H", "H", "H", "H", "H", "H", "C", "C", "C", "C", "N", "C", "S", "N", "C", "H", "H", "H", "H", "H", "H", "H", "H", "N", "C", "C", "C", "C", "C", "C", "H", "H", "H", "H", "H"],
  "coordinates": [[0.30958, 0.81929, -0.15172], [-1.05530, 3.63976, 5.25363], [-0.26712, 4.19575, 4.25782], [0.39466, 3.38104, 3.35455], [0.29246, 1.99177, 3.44342], [-0.49640, 1.44260, 4.45602], [-1.16628, 2.26127, 5.35279], [1.08026, 0.90420, 2.20823], [1.33955, -0.62220, 3.18556], [0.32126, -1.56097, 3.28246], [0.47091, -2.69495, 4.06561], [1.65308, -2.90453, 4.75711], [2.67475, -1.96782, 4.67652], [2.51729, -0.82955, 3.90219], [2.81703, 1.44211, 2.02774], [3.49371, 2.37351, 2.79097], [4.83921, 2.62014, 2.52283], [5.48939, 1.91735, 1.52305], [4.80149, 0.96449, 0.77255], [3.45557, 0.71791, 1.01002], [2.32510, -0.29296, -0.12319], [2.03540, -2.09026, 0.26566], [2.73581, -2.95642, 0.99225], [2.40171, -4.37281, 0.64819], [0.25783, -4.80656, 0.60948], [-0.62759, -3.64219, 0.91157], [-0.28535, -2.57873, 0.19167], [-1.20349, -1.01972, -0.08987], [-2.52023, -0.99041, 1.18292], [-2.60430, 0.10814, 2.03097], [-3.59880, 0.18477, 2.99896], [-4.52415, -0.83798, 3.11954], [-4.46524, -1.93368, 2.26231], [-3.47519, -2.00501, 1.29932], [-2.22646, -1.58216, -1.51005], [-3.49085, -1.03726, -1.72415], [-4.27762, -1.46709, -2.78189], [-3.81581, -2.45423, -3.64084], [-2.55885, -3.00269, -3.43457], [-1.76586, -2.56414, -2.38511], [3.13649, -0.30606, -1.80048], [4.26150, -1.06060, -2.15382], [4.81144, -0.93106, -3.41545], [4.24893, -0.05241, -4.34565], [3.13108, 0.68741, -4.01393], [2.58659, 0.55546, -2.73667], [1.12136, 1.48029, -2.17007], [1.76958, 3.19273, -2.14673], [3.12453, 3.37960, -1.87151], [3.65076, 4.65403, -1.72598], [2.83536, 5.76628, -1.86352], [1.48391, 5.59727, -2.12663], [0.95685, 4.32164, -2.25004], [0.04691, 1.34584, -3.64012], [-0.41377, 0.06973, -3.95045], [-1.17250, -0.14770, -5.08721], [-1.49815, 0.91217, -5.92249], [-1.04470, 2.18595, -5.62409], [-0.27042, 2.40407, -4.49075], [-1.57148, 4.27882, 5.95803], [-0.16736, 5.26987, 4.17736], [1.00292, 3.83534, 2.58590], [-0.58912, 0.37176, 4.56173], [-1.76684, 1.81589, 6.13532], [-0.61066, -1.40624, 2.75914], [-0.33677, -3.41291, 4.13129], [1.77847, -3.79054, 5.36635], [3.59635, -2.11976, 5.22234], [3.32257, -0.10963, 3.85294], [2.99291, 2.90756, 3.58869], [5.37278, 3.36312, 3.10066], [6.53245, 2.11472, 1.31283], [5.32651, 0.43624, -0.01452], [3.54993, -2.67621, 1.64707], [3.29204, -4.89216, 0.29213], [-0.34501, -5.63085, 0.22655], [-1.52182, -3.71543, 1.51332], [-1.88986, 0.91643, 1.93110], [-3.63757, 1.04424, 3.65590], [-5.29665, -0.78513, 3.87572], [-5.19753, -2.72585, 2.34545], [-3.45535, -2.84516, 0.61538], [-3.87958, -0.28953, -1.04132], [-5.26608, -1.04726, -2.92122], [-4.43611, -2.80297, -4.45555], [-2.19300, -3.78404, -4.08976], [-0.79366, -3.01367, -2.22227], [4.69318, -1.76254, -1.44925], [5.67803, -1.51857, -3.68982], [4.68369, 0.04257, -5.33175], [2.68639, 1.35927, -4.73897], [3.78181, 2.52564, -1.76388], [4.70359, 4.77428, -1.50816], [3.24937, 6.76056, -1.76149], [0.83504, 6.45765, -2.22108], [-0.10610, 4.21992, -2.41063], [-0.15263, -0.76325, -3.30924], [-1.50845, -1.14639, -5.32538], [-2.09160, 0.74083, -6.81093], [-1.27418, 3.01495, -6.28075], [0.11808, 3.39334, -4.31144], [-4.70303, 2.15392, -2.55396], [-4.26339, 2.49462, -1.16918], [-5.07697, 2.74677, -0.10606], [-4.44365, 3.09938, 1.11484], [-3.14388, 3.23592, 1.26771], [-2.32212, 2.97412, 0.20861], [-0.65939, 3.18680, 0.27401], [-2.92217, 2.54914, -0.94591], [-5.29953, 3.37315, 2.31528], [-5.77952, 2.01540, -2.59375], [-4.20918, 1.24247, -2.89599], [-4.43208, 2.96300, -3.23590], [-6.14968, 2.69686, -0.19959], [-2.29062, 2.48213, -1.73555], [-6.06368, 2.60409, 2.42897], [-5.81235, 4.32841, 2.18025], [-4.68339, 3.42968, 3.20841], [0.97670, -2.74985, -0.52324], [1.27275, -4.21404, -0.39238], [1.45505, -5.03008, -1.62244], [1.71643, -6.33601, -1.51500], [1.85681, -7.11690, -0.26164], [1.75129, -6.72008, 1.01451], [1.46050, -5.30971, 1.46909], [1.36975, -4.55732, -2.59374], [1.84071, -6.90975, -2.42471], [2.07723, -8.16600, -0.42008], [1.89598, -7.47273, 1.78050], [1.42575, -5.20275, 2.55019]],
  "mulliken_charge": [2.310, -0.786, -0.915, -0.345, 0.789, -0.603, -0.692, 1.187, 0.535, 0.578, -1.169, -0.785, -0.988, -0.961, -1.008, -0.491, -0.885, -1.019, -0.232, 1.293, -0.863, 0.231, -0.973, -0.946, -0.814, -1.406, -0.738, 2.562, 0.194, 0.125, -0.582, -1.002, -1.060, -0.202, 0.711, -1.356, -0.596, -0.991, -0.719, -0.752, 0.491, -0.286, -0.797, -0.913, -0.301, -0.848, 1.344, 0.820, -0.774, -0.825, -0.808, -1.070, -0.145, 0.908, -0.444, -0.670, -0.895, -0.821, -0.735, 0.411, 0.447, 0.533, 0.392, 0.498, -0.018, 0.455, 0.428, 0.457, 0.454, 0.604, 0.479, 0.443, 0.481, 0.616, 0.637, 0.535, 0.715, -0.855, 0.685, 0.459, 0.437, 0.595, 0.765, 0.509, 0.403, 0.495, 0.405, 0.528, 0.449, 0.450, 0.573, 0.176, 0.491, 0.416, 0.459, 0.379, 0.340, 0.553, 0.431, 0.482, 0.601, -1.329, 1.040, -1.181, 1.131, -0.315, -0.274, -0.018, 0.459, -1.538, 0.381, 0.095, 0.386, 0.485, -0.070, 0.387, 0.447, 0.296, 0.732, 1.793, -1.270, -0.639, -0.536, -0.967, 0.521, 0.461, 0.478, 0.445, 0.425, 0.520]
}

Record 2
{
  "formula": "C18H45F2Li2NO16P3S2",
  "method": "ωB97M-V/def2-TZVPD",
  "gap_ev": 9.7,
  "multiplicity": 1,
  "total_charge": 1,
  "symbols": ["Li", "Li", "N", "S", "O", "O", "F", "S", "O", "O", "F", "C", "C", "O", "P", "O", "O", "C", "C", "O", "C", "C", "H", "H", "H", "H", "H", "H", "H", "H", "H", "H", "H", "H", "H", "H", "H", "C", "C", "O", "P", "O", "O", "C", "C", "O", "C", "C", "H", "H", "H", "H", "H", "H", "H", "H", "H", "H", "H", "H", "H", "H", "H", "C", "C", "O", "P", "O", "O", "C", "C", "O", "C", "C", "H", "H", "H", "H", "H", "H", "H", "H", "H", "H", "H", "H", "H", "H", "H"],
  "coordinates": [[-0.45760, 1.67680, -4.22256], [-0.44429, 1.18371, -1.31029], [-0.80829, 2.54477, -2.58775], [-2.50301, 2.96270, -2.58511], [-2.89309, 4.00018, -3.49401], [-3.23928, 2.71197, -1.40974], [-2.79488, 1.62901, -3.43964], [-0.19031, 3.95613, -2.22909], [-0.68314, 4.49394, -0.99782], [-0.03260, 4.79658, -3.36200], [1.28867, 3.43345, -1.90031], [-4.13551, -2.19384, 2.23832], [-3.00488, -1.28715, 1.73691], [-2.16356, -2.03949, 0.85066], [-2.04319, -1.75375, -0.70709], [-1.67936, -0.36861, -1.07509], [-0.92702, -2.81936, -1.17408], [-1.09992, -4.20804, -0.90231], [0.09549, -4.94645, -1.53544], [-3.32904, -2.39367, -1.36339], [-4.54352, -1.60249, -1.43777], [-5.12193, -1.69753, -2.83983], [-4.81399, -1.47837, 2.71668], [-4.68105, -2.68521, 1.43583], [-3.79070, -2.93419, 2.95458], [-3.41416, -0.40384, 1.23920], [-2.50222, -0.90230, 2.62533], [-1.15266, -4.41329, 0.16951], [-2.04107, -4.55991, -1.33247], [-0.22990, -5.92584, -1.88797], [0.56556, -4.36879, -2.32394], [0.80573, -5.18014, -0.74032], [-5.30544, -2.05283, -0.79677], [-4.39989, -0.58199, -1.08470], [-5.80421, -0.85386, -2.97150], [-4.33794, -1.68000, -3.59384], [-5.75616, -2.57360, -2.96235], [4.75122, 1.23015, -3.08200], [4.17496, 1.14802, -1.65194], [3.92231, -0.17162, -1.21402], [2.44507, -0.78589, -1.38910], [1.42614, 0.27282, -1.51348], [2.51734, -1.78237, -2.63398], [3.44160, -2.87938, -2.68049], [4.33230, -2.82209, -3.89645], [2.23783, -1.77177, -0.16118], [2.06411, -1.20413, 1.14080], [1.97169, -2.32048, 2.18263], [5.84234, 1.17944, -3.05843], [4.45019, 0.33086, -3.62200], [4.53136, 2.15814, -3.60350], [4.94523, 1.58983, -1.01536], [3.40444, 1.91602, -1.56453], [4.06099, -2.83287, -1.77974], [2.89889, -3.82559, -2.62597], [4.65147, -1.77674, -3.99188], [5.29648, -3.28737, -3.68796], [3.91061, -3.12505, -4.84962], [2.89661, -0.54210, 1.37602], [1.08647, -0.72436, 1.19450], [0.97935, -2.74613, 2.34119], [2.58964, -3.18278, 1.92397], [2.28287, -1.92002, 3.14874], [-1.74893, 5.12149, 2.22307], [-2.33601, 3.76136, 1.85960], [-1.65357, 2.75174, 2.66166], [-0.43263, 1.95954, 2.00754], [-0.50629, 1.73946, 0.55544], [-0.33147, 0.64487, 2.90529], [-0.11825, 0.83848, 4.33009], [-0.64787, -0.40520, 5.02270], [0.84035, 2.84170, 2.47004], [2.08927, 2.67131, 1.78464], [3.13320, 2.22317, 2.81150], [-0.66659, 5.15279, 2.09806], [-2.15712, 5.90332, 1.58144], [-1.94280, 5.33812, 3.27369], [-3.39011, 3.69367, 2.11127], [-2.16255, 3.56848, 0.80184], [0.93417, 1.03418, 4.52505], [-0.65337, 1.71522, 4.69582], [-0.29117, -1.33874, 4.59233], [-0.36372, -0.39765, 6.07686], [-1.73838, -0.41358, 5.01028], [2.04257, 1.93011, 0.98158], [2.35338, 3.62741, 1.33627], [2.91777, 1.27213, 3.29658], [4.14687, 2.16584, 2.41322], [3.14012, 2.99155, 3.58810]],
  "mulliken_charge": [0.804, 1.777, -0.412, 0.915, -0.564, -0.484, -0.317, 0.784, -0.480, -0.548, -0.206, -1.435, 0.557, -0.151, -0.431, 0.147, 0.042, -0.278, -1.067, -0.360, 0.007, -1.380, 0.430, 0.308, 0.333, 0.235, -0.263, 0.205, 0.330, 0.407, 0.113, 0.311, 0.177, 0.268, 0.387, 0.326, 0.366, -0.998, 0.160, -0.396, 0.307, -0.255, -0.194, -0.152, -1.080, -0.134, 0.543, -1.538, 0.328, 0.102, 0.317, 0.440, -0.187, 0.295, 0.274, 0.179, 0.365, 0.312, 0.407, -0.276, 0.210, 0.443, 0.376, -1.172, 0.469, -0.397, -1.088, 1.397, 0.164, -0.168, -1.350, -0.311, 0.665, -1.456, 0.194, 0.398, 0.357, 0.339, -0.340, 0.192, 0.353, 0.243, 0.448, 0.324, -0.395, 0.430, 0.221, 0.403, 0.379]
}

Record 3
{
  "formula": "C18H20AsAuN2O6S",
  "method": "ωB97M-V/def2-TZVPD",
  "gap_ev": [8.7, 6.8],
  "multiplicity": 3,
  "symbols": ["Au", "O", "As", "O", "O", "C", "C", "C", "C", "C", "C", "S", "O", "O", "O", "H", "H", "H", "H", "H", "C", "C", "C", "C", "N", "N", "C", "H", "H", "H", "H", "H", "H", "H", "H", "C", "C", "C", "C", "C", "C", "C", "H", "H", "H", "H", "H", "H", "H"],
  "coordinates": [[1.38393, -0.90477, 0.72447], [-1.21403, -0.49111, 4.50269], [-0.48336, 0.25330, 3.11482], [0.08477, 1.76673, 3.40830], [0.80248, -0.83295, 2.68245], [-1.84184, 0.35345, 1.75040], [-2.37949, 1.62584, 1.60203], [-3.36424, 1.86582, 0.65170], [-3.80801, 0.83751, -0.15780], [-3.27591, -0.43941, -0.01642], [-2.29705, -0.68525, 0.93246], [-1.65230, -2.34100, 1.05162], [-1.44802, -2.54171, 2.47296], [-2.57351, -3.20297, 0.37216], [-0.35772, -2.26433, 0.29346], [-1.47270, -1.39145, 4.25046], [-2.01707, 2.42814, 2.23287], [-3.78406, 2.85822, 0.55253], [-4.57813, 1.02201, -0.89519], [-3.62892, -1.26150, -0.62231], [0.32799, 4.68882, 1.00830], [0.38366, 3.37707, 0.30440], [-0.06868, 2.97689, -0.93727], [0.17362, 1.59940, -1.00136], [0.76363, 1.20112, 0.12356], [0.90807, 2.29812, 0.90217], [-0.21004, 0.64124, -2.07790], [-0.45513, 5.31034, 0.57865], [1.27235, 5.22670, 0.92420], [0.11808, 4.54592, 2.06825], [-0.55690, 3.58669, -1.67679], [0.97697, 2.15641, 1.92990], [-1.22401, 0.85641, -2.41431], [-0.19275, -0.38803, -1.71708], [0.44600, 0.72543, -2.94410], [3.37522, -0.95946, -0.21151], [2.85469, -1.92742, -1.13193], [2.72818, -3.29455, -0.76448], [2.16955, -4.20206, -1.63229], [1.73630, -3.79058, -2.89221], [1.87966, -2.46087, -3.28761], [2.42879, -1.54009, -2.42694], [3.60495, 0.03108, -0.58021], [3.97193, -1.30921, 0.62288], [3.05121, -3.60535, 0.22071], [2.05685, -5.23378, -1.33183], [1.28855, -4.50735, -3.56644], [1.55363, -2.15183, -4.27162], [2.54280, -0.50563, -2.72081]],
  "nbo_charge": [1.326, -0.998, 2.452, -1.167, -1.037, -0.470, -0.192, -0.207, -0.199, -0.213, -0.240, 2.420, -1.004, -0.952, -1.069, 0.526, 0.244, 0.218, 0.218, 0.249, -0.653, 0.210, -0.351, 0.186, -0.392, -0.355, -0.654, 0.229, 0.233, 0.245, 0.233, 0.472, 0.237, 0.244, 0.221, -0.561, -0.109, -0.175, -0.198, -0.176, -0.147, -0.210, 0.229, 0.234, 0.225, 0.229, 0.221, 0.212, 0.216]
}

Record 4
{
  "formula": "C3H6NO2",
  "method": "ωB97M-V/def2-TZVPD",
  "gap_ev": 9.3,
  "multiplicity": 1,
  "total_charge": 1,
  "symbols": ["C", "C", "C", "N", "O", "O", "H", "H", "H", "H", "H", "H"],
  "coordinates": [[2.12013, -0.24265, 0.35765], [0.08504, -1.61349, 0.01876], [-1.51791, 0.83721, 0.07283], [0.58393, -0.45102, 0.13474], [2.66916, 0.59340, -0.30191], [-0.06438, 0.75401, -0.01596], [-0.99419, -1.86382, -0.22620], [0.68368, -2.34233, 0.46956], [-1.75319, 1.94605, 0.25882], [-2.09441, 0.46252, 0.92078], [-1.93784, 0.66961, -0.89949], [2.21997, 1.25051, -0.78957]],
  "nbo_charge": [0.497, 0.021, -0.332, -0.060, -0.547, -0.337, 0.266, 0.256, 0.255, 0.239, 0.216, 0.527]
}